Entry 1:
Molecular formula: C20H22FNO2
Method: DFT, ωB97M-V/def2-TZVPD

```
46
Properties=species:S:1:pos:R:3:nbo_charge:R:1
C 5.09583 3.24935 2.79000 -0.252
H 5.46481 2.69078 3.65656 0.175
O 4.63060 2.38892 1.78003 -0.494
C 3.59079 1.55372 2.06424 0.293
C 2.93098 1.48599 3.28450 -0.267
C 1.87994 0.59792 3.45286 -0.196
C 1.47299 -0.23825 2.42747 -0.066
C 2.14184 -0.16739 1.20872 -0.184
C 3.18130 0.71612 1.02450 -0.253
H 3.70279 0.78006 0.08240 0.222
H 1.82523 -0.81269 0.40427 0.222
C 0.34158 -1.21387 2.60775 -0.226
N -0.52224 -1.23244 1.44371 -0.449
C -1.23012 0.01528 1.23500 -0.231
C -1.70423 0.08548 -0.22470 -0.394
H -2.65022 0.62785 -0.27831 0.210
H -0.97573 0.62240 -0.83218 0.213
C -1.89254 -1.34157 -0.77168 -0.315
C -2.78845 -1.29891 -1.99072 0.602
O -3.90279 -1.77311 -1.98920 -0.546
C -2.26220 -0.59369 -3.19295 -0.195
C -0.90704 -0.36667 -3.42800 -0.149
C -0.49449 0.29117 -4.57118 -0.291
C -1.44684 0.72447 -5.47758 0.417
C -2.79914 0.50783 -5.27752 -0.288
C -3.19541 -0.15692 -4.13505 -0.126
H -4.24072 -0.35022 -3.94671 0.238
H -3.51330 0.85365 -6.00785 0.233
F -1.04333 1.36995 -6.58805 -0.319
H 0.55068 0.46953 -4.76941 0.232
H -0.15978 -0.71694 -2.73411 0.218
C -2.47882 -2.21282 0.33606 -0.398
C -1.44867 -2.35187 1.46209 -0.212
H -0.85867 -3.26392 1.32557 0.194
H -1.96975 -2.43088 2.43360 0.167
H -3.39534 -1.74718 0.70057 0.209
H -2.74664 -3.19361 -0.05692 0.227
H -0.91701 -1.75038 -1.04552 0.224
H -0.54854 0.84214 1.44280 0.220
H -2.08859 0.10621 1.92323 0.164
H 0.75674 -2.22239 2.72021 0.207
H -0.21461 -0.97910 3.53433 0.169
H 1.37383 0.56137 4.40745 0.208
H 3.21859 2.11769 4.11025 0.211
H 5.91859 3.80777 2.34613 0.200
H 4.31808 3.94918 3.11336 0.175
```

Results
relative energy (zero: lowest compared OMol25 entry of this formula, charge and spin)	0.838	eV
LUMO energy	0.48	eV
E_tot	-1080.40655	Eh
structure (SMILES)	COc1ccc(CN2CCC(C(=O)c3ccc(F)cc3)CC2)cc1
orbital gap	8.9	eV
E_HOMO	-8.4	eV

---

Entry 2:
Molecular formula: C20H22FeNO4
Method: DFT, ωB97M-V/def2-TZVPD

```
48
Properties=species:S:1:pos:R:3:nbo_charge:R:1
C -3.30102 0.14575 1.32931 -0.239
O -2.01612 0.77764 1.16926 -0.546
C -0.82772 0.04151 1.13852 0.212
C -0.31505 -0.58723 2.33468 -0.555
C 0.00668 -2.05077 2.17820 -0.404
C 0.78132 -2.37694 0.85970 -0.078
C 0.43674 -1.48245 -0.26815 -0.286
C -0.29892 -0.34626 -0.14824 -0.283
Fe 0.76857 1.19785 2.08638 0.369
C 1.87527 1.16944 3.43036 0.498
O 2.73340 1.46463 4.16801 -0.423
C -0.05406 2.69020 2.37439 0.472
O -0.14479 3.84150 2.53601 -0.411
C 1.90550 1.86357 0.93715 0.481
O 2.56634 2.55308 0.26991 -0.406
H -3.97678 0.97297 1.56793 0.212
H -3.62301 -0.33302 0.39116 0.180
H -3.30750 -0.59127 2.15026 0.176
H -0.76298 -0.27615 3.29731 0.244
H 0.60809 -2.37679 3.03906 0.221
H -0.90866 -2.67494 2.20137 0.193
H 1.83154 -2.25675 1.14943 0.225
H 0.78942 -1.79034 -1.25832 0.208
H -0.54770 0.30058 -0.99652 0.246
C 4.46944 -6.97117 1.37543 -0.187
C 4.96388 -5.76887 0.85961 -0.208
C 4.09883 -4.83439 0.27366 -0.139
C 2.73125 -5.11490 0.18319 -0.103
C 1.74333 -4.21467 -0.54667 -0.029
C 0.96819 -4.79983 -1.74788 -0.430
C -0.50017 -4.36226 -1.62047 -0.427
C -0.75768 -4.10366 -0.13756 -0.224
N 0.61015 -3.78418 0.46540 -0.370
C 2.22065 -6.26182 0.80722 -0.229
C 3.08954 -7.19098 1.39462 -0.189
H 5.14840 -7.72921 1.77248 0.236
H 6.03515 -5.56522 0.90246 0.233
H 4.48527 -3.88095 -0.10340 0.215
H 2.24693 -3.28852 -0.85716 0.236
H 1.40032 -4.41996 -2.67930 0.247
H 1.05543 -5.89002 -1.77673 0.235
H -0.67810 -3.45003 -2.20754 0.229
H -1.19131 -5.12764 -1.99737 0.248
H -1.45796 -3.28588 0.07247 0.249
H -1.09719 -5.02556 0.35244 0.222
H 0.73037 -4.31341 1.33775 0.447
H 1.13877 -6.42500 0.84688 0.201
H 2.67279 -8.09076 1.84872 0.231
```

Results
relative energy (zero: lowest compared OMol25 entry of this formula, charge and spin)	0.000	eV
⟨S²⟩	6.053
net charge	+1
LUMO energy (alpha / beta)	-2.51 / -4.96	eV
E_tot	-2394.30547	Eh
orbital gap (alpha / beta)	6.0 / 6.6	eV
spin multiplicity	5
E_HOMO (alpha / beta)	-8.5 / -11.6	eV

---

Entry 3:
Molecular formula: C20H22N2ORhTe
Method: DFT, ωB97M-V/def2-TZVPD

```
47
Properties=species:S:1:pos:R:3:nbo_charge:R:1
Rh 0.48510 -0.52907 -0.35420 0.315
N 0.39564 -2.88430 -0.02293 -0.875
C 0.16336 -3.47401 -1.32399 0.104
C -0.08294 -4.80351 -1.46798 -0.192
C -0.26316 -5.38844 -2.74112 -0.190
C -0.16502 -4.62390 -3.86103 -0.156
C 0.08518 -3.23491 -3.75267 -0.101
C 0.22718 -2.40202 -4.88424 -0.104
C 0.48050 -1.07940 -4.72013 -0.258
C 0.54589 -0.55851 -3.41158 0.089
N 0.39716 -1.29266 -2.34014 -0.445
C 0.21301 -2.64240 -2.47332 0.210
H -0.36102 -3.11386 0.60820 0.397
H 1.24033 -3.26756 0.38399 0.399
H -0.12466 -5.42716 -0.58231 0.228
H -0.45719 -6.44971 -2.82334 0.236
H -0.27133 -5.06518 -4.84422 0.230
H 0.14466 -2.83244 -5.87567 0.235
H 0.61509 -0.42168 -5.56780 0.243
H 0.70822 0.49627 -3.23961 0.217
C -0.91819 0.56675 1.69574 -0.272
O -1.65050 0.87704 0.50194 -0.485
C -1.09551 0.41232 -0.59888 0.381
C -1.95045 0.71996 -1.77815 -0.729
H -1.17253 -0.42775 2.05599 0.203
H -1.18389 1.30335 2.44603 0.232
H 0.16649 0.63791 1.51134 0.174
H -2.70367 1.46041 -1.51147 0.245
H -2.45285 -0.19162 -2.10753 0.251
H -1.35754 1.08833 -2.61237 0.235
C 4.06067 0.36543 1.49028 -0.635
Te 2.83603 0.82028 -0.20828 0.515
C 2.33229 2.57806 0.90309 -0.647
C 3.51264 2.78753 1.82395 0.027
C 3.76598 4.03181 2.39081 -0.223
C 4.84709 4.20635 3.24235 -0.195
C 5.68333 3.13661 3.52843 -0.197
C 5.43849 1.89394 2.96300 -0.184
C 4.35486 1.71080 2.11057 -0.090
H 4.95910 -0.15747 1.17168 0.241
H 3.49363 -0.28089 2.15687 0.228
H 1.40556 2.41291 1.44876 0.217
H 2.18647 3.40981 0.21841 0.242
H 3.11879 4.87004 2.15926 0.217
H 5.04361 5.17973 3.67273 0.225
H 6.53465 3.27173 4.18358 0.225
H 6.09759 1.06150 3.17883 0.217
```

Results
relative energy (zero: lowest compared OMol25 entry of this formula, charge and spin)	1.517	eV
net charge	+1
LUMO energy (alpha / beta)	-3.16 / -3.16	eV
E_tot	-1338.37268	Eh
orbital gap (alpha / beta)	7.1 / 7.1	eV
E_HOMO (alpha / beta)	-10.2 / -10.2	eV